(1)
Density functional theory data (wB97M-V/def2-TZVPD) for a molecular structure, C27H56BrGaNO7S4.

```
97
C27H56BrGaNO7S4, DFT wB97M-V/def2-TZVPD
C -5.761 0.911 -4.638
O -5.576 -0.228 -3.828
C -5.057 -1.344 -4.548
C -3.560 -1.199 -4.812
C -2.868 -2.546 -5.058
C -1.896 -2.976 -3.951
C -0.484 -2.396 -4.105
C -0.378 -0.959 -3.587
C 1.022 -0.560 -3.147
C 1.515 -1.352 -1.927
C 1.742 -0.497 -0.659
Ga 0.736 -1.170 0.957
Br 1.348 0.342 2.811
C -1.295 -0.971 0.808
C -1.977 -1.300 2.092
N -3.101 -0.859 2.473
C 1.241 -3.042 1.570
C 0.146 -4.100 1.382
C 0.166 -4.650 -0.034
S -1.140 -5.880 -0.327
H -6.113 1.705 -3.994
H -6.483 0.696 -5.430
H -4.839 1.256 -5.108
H -5.618 -1.474 -5.474
H -5.195 -2.182 -3.874
H -3.163 -0.668 -3.960
H -3.414 -0.566 -5.683
H -2.299 -2.461 -5.979
H -3.609 -3.325 -5.228
H -1.871 -4.061 -3.905
H -2.307 -2.633 -3.004
H -0.247 -2.384 -5.164
H 0.196 -3.056 -3.576
H -0.698 -0.295 -4.387
H -1.074 -0.788 -2.770
H 0.996 0.503 -2.927
H 1.688 -0.670 -3.993
H 2.475 -1.778 -2.206
H 0.832 -2.185 -1.764
H 2.801 -0.485 -0.422
H 1.447 0.525 -0.870
H -1.498 0.083 0.631
H -1.701 -1.548 -0.020
H -1.478 -1.971 2.787
H -3.476 -0.243 1.746
H 2.144 -3.412 1.090
H 1.478 -2.984 2.629
H 0.313 -4.916 2.084
H -0.854 -3.725 1.584
H 0.004 -3.817 -0.710
H 1.138 -5.085 -0.220
H -1.972 -5.569 0.675
C 5.059 2.070 -5.900
C 5.736 0.991 -5.044
C 4.740 -0.165 -4.893
S 3.701 -0.124 -6.358
O 2.358 0.196 -5.951
O 3.980 -1.269 -7.188
C 4.438 1.336 -7.085
H 5.767 2.830 -6.229
H 4.278 2.566 -5.319
H 6.638 0.637 -5.550
H 6.036 1.376 -4.071
H 5.230 -1.134 -4.840
H 4.091 -0.032 -4.028
H 3.670 1.907 -7.601
H 5.198 1.003 -7.791
C -1.708 4.543 4.950
C -0.831 3.459 4.308
C -0.201 4.078 3.056
S -0.071 5.840 3.364
O -0.930 6.548 2.442
O 1.314 6.219 3.519
C -0.862 5.812 4.969
H -2.025 4.261 5.950
H -2.603 4.704 4.342
H -0.049 3.159 5.001
H -1.403 2.568 4.060
H 0.791 3.678 2.863
H -0.830 3.944 2.179
H -1.437 6.725 5.102
H -0.075 5.750 5.721
C 1.657 0.245 8.635
C 0.812 -0.592 7.664
C -0.632 -0.084 7.759
S -0.522 1.644 8.233
O -1.105 1.812 9.542
O -0.928 2.465 7.121
C 1.259 1.696 8.385
H 2.724 0.093 8.477
H 1.426 -0.032 9.666
H 1.182 -0.458 6.646
H 0.867 -1.655 7.894
H -1.157 -0.153 6.809
H -1.197 -0.600 8.533
H 1.531 2.375 9.190
H 1.658 2.057 7.437
```

E_HOMO, eV: -5.5
Gap between HOMO and LUMO, hartree: 0.274
Charge: -1
Energy, Ha: -7735.398050
Maximum force, Eh/bohr: 0.0189

These are the Löwdin partial charges, in e, on atoms 1 to 4: -0.123, -0.194, -0.228, -0.186

***

(2)
Density functional theory data (wB97M-V/def2-TZVPD) for 3 unconnected molecules or ions with the total composition C27H56BrN2O2S4 at a distorted geometry.

```
92
C27H56BrN2O2S4, DFT wB97M-V/def2-TZVPD
C -1.748 -0.481 0.157
C -2.614 -1.021 -0.982
N -2.724 -2.455 -1.163
C -3.556 -3.163 -0.190
C -2.897 -3.687 1.084
C -1.567 -3.141 -1.569
S -1.588 -3.849 -3.015
S -0.003 -3.372 -0.633
C 1.222 -2.120 -1.161
C 1.950 -1.542 0.065
C 3.239 -0.819 -0.361
C 3.861 0.057 0.749
C 3.528 1.573 0.730
S 1.797 1.966 0.600
O 1.609 3.321 0.223
O 1.225 1.569 1.843
C 5.403 -0.009 0.861
N 5.888 -0.623 2.093
C 4.976 -0.876 2.970
C 5.132 -1.450 4.324
C 6.090 -2.636 4.403
C 6.595 -2.747 5.832
Br 5.110 -4.278 4.005
S 3.399 -0.467 2.500
H -0.894 0.002 -0.306
H -2.245 0.316 0.695
H -1.339 -1.227 0.817
H -2.275 -0.580 -1.914
H -3.618 -0.656 -0.812
H -4.365 -2.501 0.095
H -4.018 -4.008 -0.690
H -2.523 -2.917 1.743
H -3.665 -4.216 1.638
H -2.152 -4.435 0.845
H 1.981 -2.675 -1.699
H 0.819 -1.369 -1.824
H 2.243 -2.391 0.669
H 1.257 -0.931 0.625
H 4.004 -1.553 -0.574
H 3.088 -0.175 -1.221
H 3.887 2.019 1.645
H 4.032 2.043 -0.112
H 1.360 1.179 -0.420
H 5.939 -0.379 -0.002
H 5.731 1.024 0.953
H 6.854 -0.859 2.282
H 4.151 -1.801 4.613
H 5.392 -0.665 5.031
H 6.908 -2.550 3.701
H 7.076 -3.694 6.016
H 7.245 -1.906 6.047
H 5.729 -2.653 6.476
C -4.105 1.987 2.564
C -4.837 2.137 1.234
C -6.241 2.721 1.370
C -7.212 1.871 2.191
C -7.408 0.444 1.679
C -8.005 0.378 0.276
H -4.622 1.298 3.234
H -3.098 1.598 2.405
H -4.016 2.951 3.068
H -4.877 1.167 0.727
H -4.249 2.795 0.588
H -6.652 2.885 0.371
H -6.171 3.711 1.830
H -8.181 2.376 2.212
H -6.874 1.830 3.230
H -8.074 -0.080 2.369
H -6.459 -0.101 1.701
H -8.975 0.876 0.243
H -8.152 -0.659 -0.030
H -7.356 0.849 -0.463
C 3.024 3.285 -5.709
C 1.549 3.134 -5.348
C 1.312 2.855 -3.865
C 1.920 1.548 -3.355
C 1.455 0.286 -4.082
C -0.043 0.036 -3.949
H 3.585 2.369 -5.513
H 3.137 3.516 -6.768
H 3.484 4.094 -5.138
H 1.100 2.348 -5.960
H 1.028 4.057 -5.610
H 0.236 2.857 -3.672
H 1.722 3.682 -3.277
H 1.679 1.450 -2.285
H 3.011 1.606 -3.412
H 1.994 -0.571 -3.666
H 1.729 0.331 -5.138
H -0.328 -0.058 -2.898
H -0.325 -0.889 -4.453
H -0.634 0.840 -4.387
```

E_HOMO, eV: -10.0
Gap between HOMO and LUMO, hartree: 0.225
Charge: +1
Energy, Ha: -5488.790392
Maximum force, Eh/bohr: 0.0348

These are the Löwdin partial charges, in e, on atoms 1 to 4: -0.056, -0.210, -0.245, -0.219

***

(3)
Density functional theory data (wB97M-V/def2-TZVPD) for 12 unconnected molecules or ions with the total composition C27H56Cl23N2 at a distorted geometry.

```
108
C27H56Cl23N2, DFT wB97M-V/def2-TZVPD
C -2.680 3.213 -2.717
C -3.607 2.028 -2.565
N -3.589 1.409 -1.234
N -2.886 2.141 -0.210
C -2.078 1.382 0.490
Cl -0.082 1.615 -0.169
C -2.238 -0.126 0.477
C -1.365 -0.810 1.535
H -2.523 3.371 -3.785
H -1.717 3.042 -2.255
H -3.143 4.117 -2.339
H -4.619 2.352 -2.812
H -3.352 1.264 -3.302
H -4.532 1.214 -0.934
H -2.015 1.748 1.511
H -3.267 -0.402 0.681
H -1.939 -0.508 -0.489
H -1.863 -0.820 2.502
H -1.196 -1.847 1.255
H -0.400 -0.325 1.621
Cl -6.093 -1.246 -0.194
C -7.129 -2.121 0.957
C -6.817 -1.763 2.385
Cl -5.218 -2.366 2.893
H -7.007 -3.186 0.780
H -8.160 -1.847 0.733
H -7.547 -2.218 3.049
H -6.830 -0.687 2.534
Cl 4.418 3.228 0.154
C 3.185 2.564 1.270
C 3.267 3.173 2.635
Cl 4.776 2.682 3.483
H 3.326 1.489 1.313
H 2.205 2.759 0.830
H 2.434 2.817 3.236
H 3.241 4.258 2.603
Cl 3.067 -0.851 2.713
C 4.570 -1.029 3.653
C 5.777 -1.227 2.775
Cl 5.746 -2.805 1.927
H 4.437 -1.865 4.335
H 4.699 -0.117 4.232
H 6.675 -1.213 3.388
H 5.854 -0.449 2.021
Cl 7.319 0.679 5.573
C 7.012 2.346 6.127
C 8.289 3.088 6.408
Cl 9.149 2.431 7.833
H 6.382 2.293 7.012
H 6.459 2.848 5.336
H 8.064 4.129 6.625
H 8.968 3.042 5.562
Cl -8.349 -4.853 2.852
C -7.737 -5.530 4.383
C -8.417 -4.927 5.583
Cl -7.986 -3.215 5.818
H -6.663 -5.368 4.409
H -7.930 -6.600 4.355
H -8.104 -5.458 6.481
H -9.498 -4.991 5.496
Cl -7.130 1.113 -2.264
C -8.210 0.335 -3.440
C -7.416 -0.344 -4.525
Cl -6.566 0.831 -5.555
H -8.879 1.090 -3.844
H -8.803 -0.404 -2.901
H -8.077 -0.922 -5.170
H -6.671 -1.010 -4.097
Cl -6.672 2.258 -9.370
C -5.736 3.773 -9.271
C -4.432 3.586 -8.542
Cl -4.671 3.251 -6.815
H -6.357 4.517 -8.780
H -5.541 4.095 -10.293
H -3.841 4.498 -8.614
H -3.860 2.763 -8.964
Cl 9.799 1.355 -2.019
C 8.111 1.600 -2.546
C 7.153 1.706 -1.392
Cl 6.990 0.160 -0.514
H 7.850 0.772 -3.199
H 8.088 2.521 -3.126
H 6.163 1.969 -1.756
H 7.469 2.456 -0.673
Cl -5.097 -2.875 -5.867
C -4.008 -2.911 -7.277
C -3.172 -1.664 -7.398
Cl -4.150 -0.235 -7.807
H -4.619 -3.059 -8.163
H -3.355 -3.773 -7.150
H -2.446 -1.799 -8.198
H -2.640 -1.449 -6.475
Cl 5.696 -0.598 -4.371
C 6.209 -2.281 -4.082
C 7.430 -2.373 -3.206
Cl 8.894 -1.738 -4.010
H 6.383 -2.742 -5.051
H 5.378 -2.786 -3.594
H 7.625 -3.416 -2.966
H 7.298 -1.819 -2.281
Cl 4.848 -0.632 9.019
C 6.376 -0.902 9.897
C 7.541 -1.083 8.962
Cl 7.443 -2.607 8.041
H 6.244 -1.767 10.540
H 6.547 -0.024 10.518
H 8.467 -1.117 9.533
H 7.603 -0.270 8.244
```

E_HOMO, eV: -3.0
Gap between HOMO and LUMO, hartree: 0.176
Charge: -1
Energy, Ha: -11756.334982
Maximum force, Eh/bohr: 0.0642

These are the Löwdin partial charges, in e, on atoms 1 to 4: -0.123, -0.303, -0.121, -0.106